Below is a 5-piece molecular cluster, C17H29N5O2 overall, with properties calculated with ωB97M-V/def2-TZVPD.

```
! RIJCOSX wB97M-V def2-TZVPD def2/J DEFGRID3
* xyz -2 1
N 1.749 0.416 -2.124
C 2.855 1.141 -1.610
O 3.604 1.829 -2.384
O 3.079 1.078 -0.335
H 2.120 -0.533 -2.201
C 5.927 0.503 -1.138
C 5.231 -0.783 -0.724
C 5.385 -1.921 -1.760
C 4.824 -1.495 -3.038
N 4.196 -1.160 -3.941
H 5.471 0.904 -2.047
H 5.798 1.260 -0.367
H 7.005 0.340 -1.297
H 4.167 -0.555 -0.584
H 5.623 -1.148 0.234
H 4.846 -2.810 -1.425
H 6.435 -2.197 -1.905
C 2.631 2.848 2.019
C 1.689 3.022 3.198
C 2.376 3.417 4.513
C 3.342 2.446 5.022
N 4.095 1.675 5.425
H 3.332 2.027 2.167
H 2.098 2.593 1.103
H 3.208 3.761 1.833
H 1.122 2.101 3.348
H 0.963 3.810 2.977
H 1.636 3.560 5.306
H 2.908 4.363 4.379
C -3.433 -0.785 -1.902
C -2.553 0.236 -2.616
C -1.071 0.109 -2.251
C -0.820 0.306 -0.832
N -0.763 0.460 0.311
H -3.388 -0.639 -0.822
H -4.474 -0.706 -2.212
H -3.087 -1.800 -2.125
H -2.904 1.244 -2.378
H -2.650 0.112 -3.698
H -0.427 0.822 -2.770
H -0.687 -0.879 -2.514
C -6.427 -2.245 2.113
C -7.321 -2.942 1.097
C -6.808 -2.793 -0.340
C -6.730 -1.399 -0.759
N -6.595 -0.306 -1.086
H -6.387 -1.170 1.931
H -6.801 -2.398 3.126
H -5.406 -2.628 2.070
H -8.336 -2.543 1.157
H -7.385 -4.008 1.325
H -7.458 -3.321 -1.041
H -5.806 -3.219 -0.429
*
```

Properties
Frontier orbital gap ... 0.049 Eh
Electronic energy ... -29641.2869 eV
Maximum force ... 0.8 eV/A